(1)
Here is C28H46BrKN9O6 as an isolated structure from the OMol25 dataset. Energies are from ωB97M-V/def2-TZVPD.

Output
molecular weight = 723.7 Da
net charge = -1
LUMO level = 0.07568 Ha
ΔE to the lowest compared entry with this formula, charge and spin = 44.0 kJ/mol
electronic energy = -5212.8943 hartree

Last column: Löwdin charge in e.
Geometry (Å):
K (0.64, -1.52, -0.70)  0.818
C (-4.75, 0.60, -2.27)  -0.056
C (-3.22, 0.67, -2.09)  -0.361
C (-2.87, 2.08, -1.60)  -0.096
C (-1.42, 2.57, -1.70)  -0.485
C (-1.43, 4.09, -1.60)  -0.028
C (-0.73, 2.10, -2.98)  -0.014
N (-0.67, 2.02, -0.51)  0.088
C (0.65, 2.64, -0.24)  -0.114
C (1.39, 1.83, 0.82)  -0.161
N (0.54, 1.39, 1.91)  -0.107
C (0.24, 2.45, 2.86)  -0.098
C (-0.92, 3.43, 2.48)  -0.656
O (-0.98, 4.43, 3.18)  -0.007
O (-1.71, 3.09, 1.55)  -0.077
C (1.04, 0.14, 2.47)  -0.361
C (2.40, 0.28, 3.16)  -0.031
C (0.08, -0.59, 3.41)  -0.106
C (-1.36, -0.93, 2.96)  -0.540
C (-1.81, -2.13, 3.81)  -0.043
C (-2.29, 0.25, 3.24)  -0.026
N (-1.39, -1.24, 1.52)  0.010
C (-2.71, -1.56, 0.97)  -0.189
C (-3.28, -0.50, 0.04)  -0.173
N (-2.66, -0.43, -1.28)  -0.092
C (-2.81, -1.71, -2.02)  -0.103
C (-1.46, -2.45, -2.05)  -0.755
O (-0.64, -2.05, -2.90)  -0.090
O (-1.23, -3.28, -1.12)  -0.126
H (-5.06, 1.25, -3.09)  0.079
H (-5.27, 0.93, -1.37)  0.078
H (-5.08, -0.41, -2.50)  0.074
H (-2.77, 0.55, -3.08)  0.129
H (-3.23, 2.25, -0.58)  0.122
H (-3.45, 2.76, -2.23)  0.122
H (-2.07, 4.49, -2.39)  0.088
H (-0.43, 4.52, -1.74)  0.083
H (-1.82, 4.41, -0.63)  0.091
H (-1.35, 2.37, -3.83)  0.097
H (-0.57, 1.02, -2.99)  0.085
H (0.24, 2.57, -3.10)  0.082
H (-1.22, 2.25, 0.41)  0.091
H (-0.60, 1.01, -0.63)  0.136
H (0.44, 3.65, 0.11)  0.123
H (1.24, 2.66, -1.15)  0.115
H (2.24, 2.45, 1.17)  0.132
H (1.82, 0.98, 0.29)  0.090
H (1.12, 3.08, 3.07)  0.122
H (-0.06, 2.01, 3.81)  0.115
H (1.19, -0.52, 1.62)  0.086
H (2.34, 0.93, 4.04)  0.082
H (3.15, 0.69, 2.48)  0.078
H (2.77, -0.69, 3.50)  0.061
H (0.01, -0.06, 4.37)  0.118
H (0.58, -1.54, 3.65)  0.089
H (-1.71, -1.89, 4.88)  0.085
H (-1.19, -3.00, 3.60)  0.077
H (-2.85, -2.38, 3.64)  0.071
H (-2.21, 0.56, 4.28)  0.093
H (-3.34, -0.02, 3.07)  0.081
H (-2.06, 1.10, 2.60)  0.059
H (-0.80, -2.05, 1.38)  0.068
H (-3.45, -1.68, 1.78)  0.100
H (-2.66, -2.52, 0.45)  0.104
H (-3.19, 0.47, 0.53)  0.111
H (-4.36, -0.71, -0.05)  0.118
H (-3.09, -1.49, -3.06)  0.116
H (-3.60, -2.33, -1.58)  0.120
N (1.94, -3.85, 3.51)  0.133
N (1.99, -4.31, 2.21)  -0.294
N (1.68, -3.56, 1.18)  0.117
C (1.83, -4.43, 0.18)  -0.201
N (2.20, -5.64, 0.61)  0.024
N (2.31, -5.55, 1.91)  0.040
H (2.57, -3.05, 3.58)  0.086
H (2.31, -4.60, 4.09)  0.094
H (1.69, -4.15, -0.85)  0.106
Br (7.34, -0.30, -6.08)  0.687
C (5.97, -0.30, -4.75)  -0.697
C (6.12, -1.11, -3.64)  -0.130
C (5.12, -1.11, -2.67)  -0.017
C (4.00, -0.30, -2.82)  -0.120
C (3.87, 0.50, -3.95)  -0.014
C (4.86, 0.50, -4.92)  -0.129
C (2.92, -0.29, -1.75)  -0.676
O (1.90, 0.41, -1.97)  -0.099
O (3.12, -0.99, -0.73)  -0.117
H (6.99, -1.74, -3.53)  0.094
H (5.20, -1.72, -1.79)  0.114
H (2.99, 1.11, -4.05)  0.113
H (4.77, 1.13, -5.80)  0.095


(2)
Here is a 3-piece molecular cluster, C3H14NO2S overall at a distorted geometry from the OMol25 dataset. Energies are from ωB97M-V/def2-TZVPD.

Output
molecular weight = 128.2 Da
net charge = +1
LUMO level = -0.11883 Ha
ΔE to the lowest compared entry with this formula, charge and spin = 88.4 kJ/mol
electronic energy = -725.8683 hartree

Last column: natural (NBO) charge in e.
Geometry (Å):
C (-0.21, -0.72, 1.52)  -0.204
C (-1.50, -0.33, 0.76)  -0.448
C (-1.48, -0.58, -0.77)  -0.557
S (-2.82, 0.26, -1.63)  0.038
N (1.02, 0.07, 0.95)  -0.746
H (-0.31, -0.49, 2.57)  0.230
H (0.17, -1.72, 1.39)  0.203
H (-1.64, 0.75, 0.88)  0.218
H (-2.38, -0.76, 1.22)  0.254
H (-1.46, -1.66, -0.84)  0.213
H (-0.52, -0.26, -1.32)  0.224
H (-2.04, 1.27, -1.94)  0.117
H (0.64, 1.01, 0.84)  0.464
H (1.79, -0.13, 1.58)  0.432
H (1.20, -0.55, 0.03)  0.472
H (1.87, 2.75, -1.00)  0.483
H (1.46, 3.76, 0.00)  0.493
O (1.50, 2.80, -0.11)  -0.968
H (0.93, -2.24, -1.56)  0.516
H (2.35, -1.74, -1.31)  0.510
O (1.42, -1.47, -1.23)  -0.944


(3)
Here is C8H17N2P as an isolated structure at a distorted geometry from the OMol25 dataset. Energies are from ωB97M-V/def2-TZVPD.

Output
molecular weight = 172.2 Da
LUMO level (spin up / spin down) = -0.01403 / -0.01404 Ha
ΔE to the lowest compared entry with this formula, charge and spin = 353.7 kJ/mol
electronic energy = -765.6943 hartree

Last column: natural (NBO) charge in e.
Geometry (Å):
C (-0.35, -2.69, 0.83)  0.126
C (1.62, -1.68, -1.69)  -0.634
C (0.56, 1.10, 1.96)  -0.615
C (1.50, 1.46, -0.46)  -0.617
C (-3.76, 0.61, -0.39)  -0.937
C (2.01, -1.62, -0.20)  -0.249
C (1.40, 0.56, 0.76)  -0.039
C (-0.16, -1.29, 0.91)  0.021
N (-0.76, -3.75, 0.98)  -0.281
N (1.08, -0.83, 0.52)  -0.362
P (-2.14, -0.20, 0.16)  0.333
H (0.51, -1.26, -1.75)  0.219
H (2.23, -0.89, -2.33)  0.208
H (1.49, -2.59, -2.26)  0.234
H (-0.41, 0.70, 1.78)  0.244
H (1.17, 0.76, 2.87)  0.214
H (0.58, 2.15, 1.83)  0.207
H (2.01, 2.51, -0.28)  0.222
H (0.53, 1.61, -0.93)  0.221
H (2.24, 0.93, -1.02)  0.206
H (-4.37, 0.48, 0.52)  0.224
H (-3.68, 1.74, -0.51)  0.226
H (-4.07, 0.03, -1.31)  0.225
H (1.94, -2.63, 0.18)  0.224
H (2.97, -1.27, -0.21)  0.212
H (2.37, 0.65, 1.17)  0.190
H (-2.78, -1.37, 0.64)  -0.005
H (-2.41, 0.24, 1.54)  -0.018


(4)
Here is an isolated ion of composition C6H10N3O4 and charge +1 at a distorted geometry from the OMol25 dataset. Energies are from ωB97M-V/def2-TZVPD.

Output
2S+1 = 3
molecular weight = 188.2 Da
net charge = +1
LUMO level (spin up / spin down) = -0.11344 / -0.28350 Ha
ΔE to the lowest compared entry with this formula, charge and spin = 15.8 kJ/mol
electronic energy = -699.4204 hartree

Last column: Löwdin spin population.
Geometry (Å):
C (2.59, 0.04, 0.29)  0.038
C (0.10, 0.42, -0.03)  0.521
C (-2.30, -0.02, -0.41)  0.047
C (1.56, 1.31, 0.26)  0.027
C (-3.58, 0.76, -0.48)  0.008
C (2.31, -2.36, -0.44)  0.031
N (1.82, -1.11, 0.13)  0.354
N (0.46, -0.81, -0.15)  0.503
N (-1.15, 0.91, -0.40)  0.222
O (3.71, 0.08, 0.66)  0.123
O (-2.08, -1.18, -0.27)  0.050
O (1.59, 1.86, 1.48)  0.023
O (1.68, 2.15, -0.81)  0.016
H (-3.47, 1.37, 0.43)  0.003
H (-4.43, 0.09, -0.64)  0.000
H (-3.54, 1.35, -1.39)  0.002
H (3.39, -2.40, -0.69)  0.002
H (2.03, -3.11, 0.22)  0.011
H (1.82, -2.47, -1.42)  0.010
H (-0.29, -1.64, -0.40)  0.004
H (-1.28, 1.88, -0.37)  0.004
H (2.40, 1.81, 1.95)  0.001
H (2.21, 2.85, -0.51)  0.002


(5)
Here is an isolated ion of composition C5H9N2S and charge +1 at a distorted geometry from the OMol25 dataset. Energies are from ωB97M-V/def2-TZVPD.

Output
molecular weight = 129.2 Da
net charge = +1
LUMO level (spin up / spin down) = -0.19149 / -0.19148 Ha
ΔE to the lowest compared entry with this formula, charge and spin = 412.9 kJ/mol
electronic energy = -703.2149 hartree

Last column: natural (NBO) charge in e.
Geometry (Å):
C (0.93, -2.07, 0.22)  0.057
C (1.67, -0.97, -0.28)  0.034
C (-1.03, -0.68, 0.54)  -0.024
C (1.70, 1.31, -0.73)  -0.473
C (-2.64, 1.29, 0.48)  -0.777
N (-0.34, -1.83, 0.44)  -0.470
N (1.08, 0.14, -0.37)  -0.321
S (-2.22, -0.16, -0.42)  0.576
H (1.38, -2.96, 0.42)  0.236
H (2.68, -1.08, -0.45)  0.200
H (0.99, 1.94, -1.29)  0.225
H (2.09, 1.88, 0.25)  0.250
H (2.71, 1.35, -1.31)  0.227
H (-1.69, 1.47, 1.06)  0.273
H (-3.56, 1.00, 1.09)  0.264
H (-2.87, 2.06, -0.30)  0.260
H (-0.87, -2.68, 0.65)  0.462


(6)
Here is C41H49CoFN17O7S3 as an isolated structure from the OMol25 dataset. Energies are from ωB97M-V/def2-TZVPD.

Output
2S+1 = 2
molecular weight = 1066.1 Da
net charge = +1
LUMO level = -0.11789 Ha
ΔE to the lowest compared entry with this formula, charge and spin = 0.0 kJ/mol
electronic energy = -5726.3746 hartree

Last column: Löwdin spin population.
Geometry (Å):
Co (-1.70, -1.39, -0.24)  0.965
C (4.50, -1.33, 4.26)  0.000
C (3.26, -0.48, 4.51)  0.000
N (2.39, -0.40, 3.34)  0.000
C (1.36, -1.28, 3.24)  0.000
C (0.44, -1.29, 2.24)  0.000
C (-0.69, -2.29, 2.32)  0.000
O (-0.66, -3.12, 3.21)  -0.001
O (-1.64, -2.16, 1.47)  -0.010
C (0.53, -0.32, 1.20)  0.000
O (-0.28, -0.18, 0.27)  0.000
C (1.66, 0.60, 1.28)  0.000
C (1.85, 1.54, 0.27)  0.000
C (2.90, 2.40, 0.31)  0.000
F (3.00, 3.31, -0.68)  0.000
C (3.84, 2.37, 1.34)  0.000
C (3.67, 1.41, 2.33)  0.000
C (2.58, 0.54, 2.34)  0.000
N (4.97, 3.23, 1.40)  0.000
C (5.22, 3.96, 2.64)  0.000
C (6.74, 3.98, 2.87)  0.000
N (7.40, 3.85, 1.53)  0.000
C (6.69, 4.71, 0.52)  0.000
C (5.32, 4.07, 0.25)  0.000
H (5.13, -1.34, 5.15)  0.000
H (5.08, -0.95, 3.42)  0.000
H (4.21, -2.36, 4.03)  0.000
H (3.53, 0.54, 4.81)  0.000
H (2.68, -0.90, 5.32)  0.000
H (1.26, -2.01, 4.03)  0.000
H (1.15, 1.58, -0.55)  0.000
H (4.43, 1.33, 3.10)  0.000
H (4.73, 3.48, 3.48)  0.000
H (4.83, 4.98, 2.57)  0.000
H (7.08, 3.15, 3.48)  0.000
H (7.07, 4.92, 3.32)  0.000
H (7.27, 2.88, 1.23)  0.000
H (8.39, 4.05, 1.57)  0.000
H (7.29, 4.77, -0.39)  0.000
H (6.60, 5.70, 0.95)  0.000
H (5.36, 3.44, -0.64)  0.000
H (4.59, 4.86, 0.06)  0.000
N (-4.80, -0.91, -1.63)  0.000
C (-4.63, -2.10, -1.02)  0.000
N (-3.50, -2.60, -0.55)  -0.003
C (-3.75, -3.85, 0.03)  0.000
C (-5.03, -4.27, -0.03)  0.000
S (-6.02, -3.11, -0.81)  0.000
C (-2.70, -4.63, 0.70)  0.000
C (-2.93, -5.54, 1.69)  0.000
S (-1.44, -6.17, 2.27)  0.000
C (-0.60, -5.14, 1.14)  0.000
N (-1.37, -4.44, 0.39)  0.000
N (0.77, -5.13, 1.06)  0.000
H (-4.08, -0.22, -1.55)  0.000
H (-5.74, -0.59, -1.80)  0.000
H (-5.44, -5.20, 0.32)  0.000
H (-3.86, -5.85, 2.12)  0.000
H (1.24, -5.41, 1.91)  0.000
H (1.11, -4.23, 0.73)  0.000
C (-3.66, 1.78, 0.66)  0.001
N (-4.40, 2.62, 1.59)  0.001
C (-3.55, 2.88, 2.76)  0.000
N (-3.15, 1.64, 3.42)  0.001
C (-2.44, 0.81, 2.45)  0.001
N (-3.26, 0.49, 1.26)  0.023
C (-4.48, -0.19, 1.74)  0.000
N (-5.23, 0.62, 2.70)  0.001
C (-5.59, 1.88, 2.05)  0.000
C (-4.36, 0.92, 3.84)  0.000
H (-2.77, 2.32, 0.33)  0.000
H (-4.30, 1.59, -0.20)  0.000
H (-4.10, 3.50, 3.46)  0.000
H (-2.66, 3.41, 2.43)  0.000
H (-2.16, -0.12, 2.94)  0.000
H (-1.55, 1.34, 2.13)  0.000
H (-4.18, -1.14, 2.21)  0.000
H (-5.13, -0.39, 0.90)  0.000
H (-6.14, 2.50, 2.76)  0.000
H (-6.23, 1.67, 1.19)  0.000
H (-4.06, -0.02, 4.31)  0.000
H (-4.90, 1.52, 4.56)  0.000
C (0.92, -5.74, -3.01)  0.000
N (0.91, -4.45, -2.35)  0.000
C (2.07, -3.80, -1.79)  0.002
C (1.41, -2.67, -0.99)  0.002
O (2.04, -1.89, -0.30)  -0.001
N (0.05, -2.72, -1.18)  0.029
C (-0.18, -3.80, -1.93)  0.002
N (-1.41, -4.20, -2.28)  0.000
H (1.95, -6.01, -3.24)  0.000
H (0.37, -5.71, -3.95)  0.000
H (0.50, -6.52, -2.36)  0.000
H (2.72, -3.37, -2.55)  0.000
H (2.65, -4.46, -1.14)  0.000
H (-2.14, -3.83, -1.68)  0.000
H (-1.53, -5.15, -2.60)  0.000
O (-0.95, 6.39, -6.18)  0.000
S (0.15, 5.53, -5.79)  0.000
O (0.35, 5.40, -4.35)  0.000
O (1.37, 5.67, -6.56)  0.000
C (-0.48, 3.87, -6.29)  0.000
N (-0.70, 3.62, -7.58)  0.000
C (-1.15, 2.40, -7.87)  0.000
C (-1.39, 1.44, -6.90)  0.000
C (-1.17, 1.81, -5.58)  0.000
N (-0.70, 3.03, -5.30)  0.000
C (-1.37, 0.98, -4.39)  -0.001
C (-1.82, -0.34, -4.39)  0.000
C (-1.98, -1.02, -3.19)  -0.001
N (-1.72, -0.47, -1.99)  -0.007
C (-1.31, 0.81, -2.00)  -0.001
C (-1.12, 1.55, -3.14)  0.000
H (-1.31, 2.19, -8.92)  0.000
H (-1.74, 0.46, -7.17)  0.000
H (-2.04, -0.86, -5.31)  0.000
H (-2.33, -2.03, -3.20)  0.000
H (-1.11, 1.24, -1.04)  0.000
H (-0.77, 2.57, -3.10)  0.000